DFT (wB97M-V/def2-TZVPD) results for 2 unconnected molecules or ions with the total composition C2H10N in a non-equilibrium geometry.

Geometry (Å):
N 1.290 -1.386 -0.239
H 1.490 -1.652 -1.208
H 1.194 -2.153 0.431
H 0.266 -1.205 -0.307
H 1.785 -0.499 -0.144
C -1.162 0.439 0.640
C -0.365 1.303 -0.338
H -0.650 0.491 1.596
H -2.229 0.660 0.795
H -1.241 -0.618 0.352
H -0.640 2.378 -0.274
H -0.412 0.916 -1.361
H 0.673 1.328 0.058

Output
* charge: +1
* LUMO: -4.30 eV
* relative energy (zero: lowest compared OMol25 entry of this formula, charge and spin): 0.690 eV
* frontier orbital gap: 0.43232 hartree
* energy: -3718.72525 eV
* multiplicity: 1